No. 1
Entry from OMol25: a molecular structure, C6H16F2I2NO8 (ωB97M-V with the def2-TZVPD basis set).

## Properties
HOMO	-0.1185	Eh
multiplicity	1
molar mass	521.997	g mol⁻¹
E_tot	-1690.02108	Ha
charge	-1
ΔE to the lowest compared entry with this formula, charge and spin	0.0	kJ/mol

```
35
C6H16F2I2NO8 ωB97M-V with the def2-TZVPD basis set
C -1.96192 2.35036 0.75575
C -2.30839 1.33841 -0.30649
I -4.38095 0.93017 -0.36547
C -1.41992 0.73525 -1.08947
I -2.14116 -0.73010 -2.63913
C -0.01612 0.97457 -0.98038
N 0.55777 1.36011 -2.32036
C 0.54965 2.77179 -2.50592
O 0.87428 3.63654 -1.77090
F 0.08855 3.06126 -3.73734
C 1.83520 0.88389 -2.58941
O 2.34734 0.67137 -3.63902
F 2.57087 0.65141 -1.45386
H -2.81216 2.99040 0.98726
H -1.12233 2.95410 0.41371
H -1.65350 1.83514 1.66843
H 0.50022 0.07946 -0.65010
O -0.42529 -2.19610 -0.03001
H 0.03853 -3.03620 -0.12378
H -1.28822 -2.44580 0.31698
O 0.02429 -3.51299 2.41742
H 0.52507 -3.83884 3.17451
H 0.35553 -2.61916 2.28530
O 2.41650 -1.40374 0.72958
H 2.58203 -0.96880 -0.11415
H 1.50179 -1.70628 0.64353
O 2.42635 -3.71609 4.00254
H 2.76195 -4.53741 4.37363
H 3.20483 -3.17057 3.85220
O 2.45921 -2.79280 -2.27165
H 2.77656 -3.06617 -1.40432
H 2.80147 -1.90064 -2.39410
O -4.26792 4.54429 1.55787
H -4.82724 4.71235 2.32187
H -4.57287 5.16084 0.88530
```

In elementary charge units, the natural (NBO) charges are: atom 1 (C): -0.674, atom 2 (C): -0.186, atom 3 (I): 0.050, atom 4 (C): -0.089, atom 5 (I): -0.193, atom 6 (C): -0.421, atom 7 (N): -0.566, atom 8 (C): 0.990, atom 9 (O): -0.529, atom 10 (F): -0.330, atom 11 (C): 0.984, atom 12 (O): -0.548, atom 13 (F): -0.367, atom 14 (H): 0.232, atom 15 (H): 0.243, atom 16 (H): 0.210, atom 17 (H): 0.185, atom 18 (O): -0.951, atom 19 (H): 0.476, atom 20 (H): 0.488, atom 21 (O): -0.965, atom 22 (H): 0.483, atom 23 (H): 0.477, atom 24 (O): -0.971, atom 25 (H): 0.478, atom 26 (H): 0.484, atom 27 (O): -0.951, atom 28 (H): 0.470, atom 29 (H): 0.485, atom 30 (O): -0.942, atom 31 (H): 0.469, atom 32 (H): 0.473, atom 33 (O): -0.929, atom 34 (H): 0.465, atom 35 (H): 0.470

=====

No. 2
Entry from OMol25: 11 unconnected molecules or ions with the total composition C40H97N3O15S4 (ωB97M-V with the def2-TZVPD basis set).

## Properties
HOMO	-0.2892	Eh
multiplicity	1
molar mass	988.490	g mol⁻¹
E_tot	-4467.64044	Ha
charge	0
ΔE to the lowest compared entry with this formula, charge and spin	359.9	kJ/mol
structure (SMILES)	O=S1(=O)CCCC1.O=S1(=O)CCCC1.O=S1(=O)CCCC1.O=S1(=O)CCCC1.COC[C@H](C)N.COC[C@H](C)N.COC[C@H](C)N.CC(C)O.CC(C)O.CC(C)O.CC(C)O

```
159
C40H97N3O15S4 ωB97M-V with the def2-TZVPD basis set
C 33.12780 -25.68951 35.68110
C 33.11618 -24.21418 35.92858
C 32.96634 -23.34281 34.67160
O 31.98967 -23.89142 36.73803
H 33.89138 -25.84701 34.90038
H 32.21753 -26.06583 35.21720
H 33.57129 -26.27686 36.48496
H 34.03739 -23.86233 36.40154
H 32.24966 -23.77760 33.97092
H 33.93269 -23.21917 34.17586
H 32.64756 -22.35390 34.99445
H 31.19878 -23.79851 36.18966
C 34.27912 -31.80806 31.84942
C 34.01006 -31.65877 30.36486
C 33.72803 -30.22262 29.91626
O 35.03461 -32.23476 29.59492
H 35.25981 -31.40764 32.12666
H 34.32343 -32.87718 32.07244
H 33.59084 -31.35957 32.56722
H 33.11267 -32.27630 30.23112
H 33.07537 -29.66036 30.58248
H 33.25267 -30.29092 28.93649
H 34.66897 -29.68152 29.80158
H 34.88050 -33.11673 29.26196
C 31.89369 -26.51035 29.40424
C 30.86245 -27.06316 28.39685
C 31.38638 -27.78915 27.14787
O 29.97365 -27.84104 29.21996
H 32.13424 -27.18877 30.21904
H 31.42417 -25.63408 29.85832
H 32.81004 -26.21291 28.89216
H 30.20764 -26.38954 27.83204
H 32.18202 -28.51368 27.32938
H 31.71423 -27.04960 26.42041
H 30.52162 -28.30344 26.72195
H 29.70190 -27.34626 29.99865
C 35.23035 -31.27240 35.12062
C 34.32087 -30.21628 35.74583
C 33.18391 -30.77525 36.59881
O 35.12980 -29.40073 36.55971
H 35.89016 -31.76754 35.83455
H 35.88904 -30.84936 34.35989
H 34.62907 -32.05892 34.65525
H 33.89740 -29.55841 34.96943
H 32.60852 -31.38282 35.89563
H 32.53602 -29.93969 36.86562
H 33.52537 -31.32291 37.47212
H 35.92145 -29.02705 36.17447
C 25.79090 -34.11218 34.61678
C 26.68781 -33.12408 35.37876
C 27.97017 -33.69900 35.95285
O 27.52562 -34.68451 36.86712
C 28.44296 -35.60789 37.40771
N 27.03303 -32.06750 34.37614
H 25.41004 -34.91232 35.26463
H 26.25115 -34.69719 33.81469
H 24.93366 -33.61180 34.16728
H 26.14880 -32.61802 36.17763
H 28.54820 -32.88652 36.41564
H 28.71056 -34.08706 35.24076
H 28.30308 -36.58952 36.95160
H 28.37937 -35.60433 38.49394
H 29.48658 -35.36252 37.17360
H 27.41950 -32.44016 33.52342
H 26.11794 -31.63631 34.31954
C 24.23528 -28.88382 36.09508
C 24.28176 -29.14130 34.55924
C 23.16685 -30.08606 34.11614
O 23.39662 -31.37136 34.65854
C 22.32054 -32.25910 34.39479
N 24.22199 -27.87532 33.89458
H 24.03103 -29.71437 36.76775
H 23.44070 -28.15115 36.27446
H 25.14026 -28.30241 36.28513
H 25.23021 -29.63570 34.33760
H 23.21803 -30.18484 33.02262
H 22.17385 -29.67276 34.33043
H 22.69789 -33.27732 34.33079
H 21.90634 -32.04446 33.40019
H 21.55250 -32.04099 35.14145
H 23.36402 -27.37317 33.73664
H 24.93754 -27.29886 34.31656
C 28.16087 -23.19401 30.98523
C 26.73827 -23.14723 31.58509
C 25.76129 -22.77452 30.47949
O 25.94071 -21.45088 30.04609
C 24.97218 -21.04358 29.11398
N 26.49830 -24.50798 32.06306
H 28.90276 -23.52532 31.71442
H 28.55117 -22.21303 30.67495
H 28.19334 -23.80302 30.08081
H 26.66753 -22.44549 32.41586
H 24.76716 -22.84342 30.94432
H 25.78725 -23.51224 29.66967
H 23.96108 -21.00136 29.51390
H 25.06122 -21.58993 28.16718
H 25.20146 -20.05727 28.69858
H 26.23101 -25.12681 31.31082
H 27.14193 -24.90650 32.71871
C 29.39257 -26.12014 39.45523
C 28.49214 -27.00304 38.57930
C 27.62390 -26.06291 37.75275
S 28.51803 -24.42717 37.53197
O 27.82068 -23.38940 38.24423
O 28.87762 -24.30285 36.11038
C 29.93941 -24.95044 38.60765
H 30.21262 -26.61354 39.98149
H 28.87864 -25.70510 40.33031
H 27.90571 -27.70065 39.16944
H 29.20988 -27.48852 37.91694
H 26.58544 -25.84431 37.98869
H 27.61240 -26.39883 36.71287
H 30.52477 -24.17642 39.09458
H 30.66645 -25.39411 37.92288
C 25.95071 -28.60912 29.61863
C 25.28601 -28.49817 28.25428
C 24.00382 -27.61749 28.26652
S 23.79087 -27.06721 30.01600
O 22.37798 -27.19034 30.36672
O 24.57112 -25.88105 30.30748
C 24.77154 -28.48663 30.60776
H 26.55595 -27.74360 29.88123
H 26.43721 -29.56629 29.77876
H 25.02032 -29.46858 27.82470
H 25.87690 -28.11699 27.41603
H 23.06144 -28.15534 28.15360
H 23.92244 -26.78260 27.57385
H 24.11648 -29.35855 30.66770
H 25.07414 -28.29852 31.63939
C 30.81925 -28.29138 33.91796
C 30.33613 -29.38958 32.97038
C 28.88734 -29.64662 33.35962
S 28.15674 -27.96429 33.55314
O 27.30284 -27.92983 34.74501
O 27.75520 -27.46782 32.23772
C 29.81107 -27.15888 33.95438
H 31.85252 -27.99239 33.76370
H 30.66184 -28.71690 34.91639
H 30.80687 -30.37125 32.88390
H 30.49795 -28.97979 31.96501
H 28.80435 -30.13062 34.32963
H 28.32807 -30.15909 32.58046
H 29.64161 -26.66027 34.91238
H 29.98083 -26.26504 33.34862
C 27.52265 -33.57678 28.38320
C 27.59907 -32.08814 28.74530
C 28.95125 -31.73635 29.35765
S 29.28384 -33.20094 30.40999
O 28.66482 -32.95975 31.69654
O 30.69889 -33.47752 30.21256
C 28.27990 -34.37718 29.45080
H 28.01398 -33.72294 27.41488
H 26.55857 -34.02707 28.14834
H 26.84526 -31.83196 29.49680
H 27.37034 -31.45855 27.88476
H 29.05932 -30.79924 29.90005
H 29.74054 -31.71770 28.60435
H 27.58581 -34.70530 30.22815
H 28.82529 -35.22936 29.05897
```

Atom charges from the Mulliken analysis, given in e for atoms 1 to 99: atom 1 (C): -0.693, atom 2 (C): 0.371, atom 3 (C): -1.337, atom 4 (O): -0.485, atom 5 (H): 0.508, atom 6 (H): -0.390, atom 7 (H): 0.404, atom 8 (H): 0.292, atom 9 (H): 0.210, atom 10 (H): 0.427, atom 11 (H): 0.388, atom 12 (H): 0.257, atom 13 (C): -1.185, atom 14 (C): 1.077, atom 15 (C): -0.946, atom 16 (O): -0.637, atom 17 (H): 0.270, atom 18 (H): 0.363, atom 19 (H): 0.109, atom 20 (H): -0.075, atom 21 (H): 0.040, atom 22 (H): 0.191, atom 23 (H): 0.439, atom 24 (H): 0.358, atom 25 (C): -1.143, atom 26 (C): 0.820, atom 27 (C): -1.531, atom 28 (O): -0.272, atom 29 (H): 0.165, atom 30 (H): 0.362, atom 31 (H): 0.395, atom 32 (H): 0.182, atom 33 (H): 0.244, atom 34 (H): 0.410, atom 35 (H): 0.361, atom 36 (H): 0.050, atom 37 (C): -1.398, atom 38 (C): 1.144, atom 39 (C): -1.193, atom 40 (O): -0.629, atom 41 (H): 0.389, atom 42 (H): 0.377, atom 43 (H): 0.307, atom 44 (H): -0.179, atom 45 (H): 0.303, atom 46 (H): 0.216, atom 47 (H): 0.387, atom 48 (H): 0.336, atom 49 (C): -1.310, atom 50 (C): 0.569, atom 51 (C): -0.867, atom 52 (O): -0.333, atom 53 (C): -0.797, atom 54 (N): 0.221, atom 55 (H): 0.406, atom 56 (H): 0.263, atom 57 (H): 0.198, atom 58 (H): 0.359, atom 59 (H): 0.330, atom 60 (H): 0.398, atom 61 (H): 0.272, atom 62 (H): 0.262, atom 63 (H): 0.329, atom 64 (H): -0.016, atom 65 (H): -0.116, atom 66 (C): -1.615, atom 67 (C): 1.963, atom 68 (C): -0.757, atom 69 (O): -0.215, atom 70 (C): -0.859, atom 71 (N): -0.269, atom 72 (H): 0.374, atom 73 (H): 0.428, atom 74 (H): 0.127, atom 75 (H): -0.777, atom 76 (H): 0.173, atom 77 (H): 0.454, atom 78 (H): 0.231, atom 79 (H): 0.362, atom 80 (H): 0.294, atom 81 (H): 0.250, atom 82 (H): 0.051, atom 83 (C): -1.180, atom 84 (C): 0.217, atom 85 (C): -0.637, atom 86 (O): -0.375, atom 87 (C): -0.785, atom 88 (N): -0.174, atom 89 (H): 0.229, atom 90 (H): 0.455, atom 91 (H): 0.240, atom 92 (H): 0.306, atom 93 (H): 0.434, atom 94 (H): 0.279, atom 95 (H): 0.300, atom 96 (H): 0.312, atom 97 (H): 0.307, atom 98 (H): 0.013, atom 99 (H): 0.105

=====

Question: Which formula does entry 1 have?
Answer: C6H16F2I2NO8

=====

Question: Which formula does entry 1 have?
Answer: C6H16F2I2NO8